# 1
Entry from the OMol25 dataset: C42H34Br4N2O3P2ReS3 as an isolated structure (ωB97M-V/def2-TZVPD).

Results
Lowest unoccupied orbital energy (spin up / spin down) (eV): -0.70 / -0.45
Expectation value of S²: 0.762
Spin multiplicity: 2
Gap between HOMO and LUMO (spin up / spin down) (eV): 6.53 / 6.73
Charge: 0

CARTESIAN COORDINATES (ANGSTROEM)
P -1.296 2.558 -0.828
C -0.273 -5.837 -2.730
C 1.134 0.839 3.013
H -1.275 -5.428 -2.660
H -0.383 2.534 -3.604
H -5.238 5.493 -1.007
Br -5.940 0.502 1.969
S 1.053 -0.544 -0.671
C -0.159 5.033 -1.327
C 3.876 0.485 3.262
H 0.067 0.981 2.911
H 2.386 3.772 1.013
C -4.125 3.904 1.769
H -4.375 3.757 2.812
C 2.394 2.322 -0.580
H -0.862 -7.796 -2.102
C -0.380 -3.989 0.749
C -2.692 3.453 -0.108
H 3.957 5.294 -0.124
N -0.283 -2.828 -2.767
C 0.868 -4.385 1.519
C -0.146 3.507 -3.190
C 0.783 -5.033 -3.152
C -2.298 -1.807 3.791
H 4.181 2.590 -3.440
S -2.145 -2.116 -1.055
C -3.007 3.281 1.235
C 3.789 2.849 -2.464
C -2.194 -1.141 2.581
H 4.863 4.700 -2.349
C -4.928 4.697 0.964
C -3.513 -1.814 4.475
C 2.294 -6.889 -2.938
C 4.170 4.033 -1.852
C -3.499 4.251 -0.914
C -4.612 4.873 -0.378
C -4.519 -0.454 2.742
C 0.789 5.708 -3.427
C -0.470 3.787 -1.870
H 0.803 -4.171 -0.991
C 1.954 0.972 1.899
C 1.682 0.524 4.247
C -3.311 -0.456 2.053
Re -1.283 -0.109 0.092
H -3.259 4.385 -1.963
H 3.480 0.097 5.335
H -2.376 2.653 1.851
C 1.868 -3.248 1.683
C 1.243 -7.687 -2.511
C -4.620 -1.141 3.949
H -5.804 5.179 1.380
H 1.034 0.412 5.107
C -0.713 -2.970 -1.479
C -0.041 -7.166 -2.418
C 0.481 4.469 -3.968
O -1.093 -1.057 1.839
C 0.470 5.990 -2.103
H 2.587 1.072 -2.308
H 2.239 -2.894 0.719
C 0.574 -3.611 -3.551
H -0.829 -3.084 1.153
C -0.424 1.747 0.411
H 0.730 4.249 -4.999
H 2.725 -3.575 2.274
H 1.276 6.459 -4.037
H -1.121 -4.793 0.776
O -3.091 0.167 0.917
H 3.291 -7.301 -3.016
H -0.422 5.257 -0.299
H 4.946 0.353 3.356
C 2.064 -5.564 -3.273
H -0.631 -1.999 -3.230
S -1.993 1.025 -1.968
H 1.422 -8.724 -2.255
C 3.661 4.368 -0.602
Br -0.748 -2.653 4.453
Br -3.650 -2.744 6.110
H 1.340 -5.242 1.020
P 1.213 1.242 0.270
H 1.408 -2.392 2.179
H 0.541 -4.757 2.492
C 3.330 0.798 2.028
O 1.072 -3.133 -4.541
H 3.978 0.900 1.165
H 2.865 -4.930 -3.632
H 0.711 6.957 -1.680
Br -6.266 -1.153 4.867
N -0.031 -3.715 -0.646
C 3.051 0.344 4.372
C 2.776 3.515 0.033
C 2.898 1.994 -1.830

# 2
Entry from the OMol25 dataset: a 13-piece molecular cluster, C7H36O12 overall in a non-equilibrium geometry (ωB97M-V/def2-TZVPD).

Results
Lowest unoccupied orbital energy (eV): -0.10
Gap between HOMO and LUMO (eV): 9.22
Charge: 0

CARTESIAN COORDINATES (ANGSTROEM)
H -1.326 -3.254 2.409
C 0.526 4.321 1.173
O -2.883 0.742 -1.183
C 1.105 3.126 1.203
C 1.812 2.646 -0.082
H 1.574 -4.918 1.367
H -0.089 0.291 -1.066
H 0.109 1.439 -3.840
H -2.556 3.916 -0.350
H -1.548 3.247 -2.453
O 3.915 -2.012 1.472
H -1.343 -2.200 -1.268
H 1.270 2.172 -4.455
H -0.062 4.666 2.015
H -2.579 -1.286 -1.512
H -3.008 1.667 -0.915
H -0.946 -0.696 -3.363
H 2.148 -4.912 -0.108
C 2.874 0.606 -0.886
H 3.738 1.213 -1.118
O 0.813 -2.365 3.367
O 0.556 2.315 -3.827
H -2.014 -0.274 0.891
O -1.321 3.112 -1.523
H 1.477 -2.074 2.726
H -0.465 2.653 -1.597
C 0.753 -0.766 0.675
O 1.379 -5.112 0.447
H -0.344 -4.609 0.588
H 0.467 4.924 0.287
H -0.171 1.147 0.466
H 3.046 -0.447 -1.097
H 1.245 -0.510 1.612
H -1.795 0.456 -2.663
H 2.816 3.059 -0.049
O -1.939 -1.859 -1.942
H -0.102 -1.390 0.992
O -2.217 -2.919 2.542
H -2.382 3.381 1.110
O -1.119 0.241 -3.319
H -1.667 -4.387 -0.250
O -3.023 3.606 0.433
H -3.055 0.265 -0.352
C 1.749 1.197 -0.473
H 1.261 3.200 -0.884
C 0.456 0.465 -0.114
H -2.664 -3.377 1.825
O -1.116 -4.029 0.452
H 0.873 -2.066 4.266
H 4.381 -1.548 0.781
H 1.453 -1.450 0.146
O -2.829 -0.638 1.268
H -2.578 -1.426 1.799
H 1.043 2.436 2.028
H 4.305 -1.987 2.348

# 3
Entry from the OMol25 dataset: C19H43Cl3OSi4TeTi as an isolated structure in a non-equilibrium geometry (ωB97M-V/def2-TZVPD).

Results
Lowest unoccupied orbital energy (eV): 4.09
Gap between HOMO and LUMO (eV): 3.41
Charge: -2

CARTESIAN COORDINATES (ANGSTROEM)
Si 2.814 -0.615 1.008
H 4.036 -0.866 3.211
H 4.713 0.470 2.245
Cl 1.459 -0.420 -3.989
H 2.941 -2.922 0.185
H -2.581 2.493 -2.972
H -4.209 -0.145 -0.810
H -1.766 -1.830 -6.371
C -0.746 -2.147 2.845
H 4.405 -0.042 -0.776
H -2.091 1.077 -6.057
C -1.199 -2.113 -5.473
H -0.807 1.241 5.077
Te -0.760 2.057 1.200
H 2.189 -1.765 4.386
H 1.889 -0.294 5.345
H 5.057 -1.214 1.798
H -1.302 -3.196 -5.338
H 1.860 3.708 0.111
H -3.724 1.752 -1.841
O -0.699 -1.065 -0.548
C 4.282 -0.539 2.193
H 0.009 4.002 4.283
H -5.191 -1.051 -1.973
C -4.200 -0.998 -1.499
H 1.040 5.181 3.443
H 1.243 -2.388 0.255
H 3.330 3.079 0.892
C -2.813 -3.361 -3.006
C -1.814 0.067 -4.195
H -1.271 -2.717 3.626
Cl 0.461 -2.978 -2.488
H 2.809 -0.431 -1.471
H -4.147 1.901 -3.552
H -2.005 0.775 3.848
Ti -0.202 -0.781 -2.855
C -2.718 0.363 -3.110
H -1.245 2.032 -4.819
C -2.481 -1.927 -3.188
H -0.015 -2.806 2.363
H 2.087 -2.905 1.751
H -1.950 -3.988 -3.231
C 2.581 2.391 3.853
H -4.060 -1.911 -0.916
C -1.250 0.388 4.544
H -3.109 -3.549 -1.967
C -1.725 -1.380 -4.295
C 3.321 0.094 -0.653
H 3.045 3.316 4.227
C 2.204 -2.376 0.794
H -0.143 -1.883 -5.661
H 3.087 1.161 -0.748
H 3.385 1.723 3.520
H 0.939 -1.766 5.651
Si 1.020 0.575 1.935
C 2.410 3.657 1.058
Si 1.384 2.942 2.467
H -0.841 -0.111 -0.374
H -1.467 -1.842 2.076
H 2.695 4.677 1.352
H -0.400 0.720 -5.663
C 0.374 4.316 3.296
C -1.360 1.023 -5.236
C -3.122 -0.850 -2.518
Cl 0.022 1.468 -1.943
H -3.648 -3.668 -3.654
C -3.318 1.696 -2.858
Si 0.049 -0.653 3.662
C 1.410 -1.158 4.865
H -1.749 -0.258 5.283
H -0.488 4.650 2.705
H 2.065 1.913 4.697

# 4
Entry from the OMol25 dataset: a 2-piece molecular cluster, C3H10N overall in a non-equilibrium geometry (ωB97M-V/def2-TZVPD).

Results
Lowest unoccupied orbital energy (spin up / spin down) (eV): -4.55 / -4.83
Gap between HOMO and LUMO (spin up / spin down) (eV): 9.41 / 9.93
Charge: +1

CARTESIAN COORDINATES (ANGSTROEM)
H -1.966 0.235 -0.193
H 0.441 -0.790 -1.207
H 0.117 2.207 0.086
N 0.809 0.087 0.560
H 0.433 0.027 1.486
H 1.285 1.579 -0.733
H 1.580 2.211 0.953
H -1.911 -1.269 0.564
C 0.975 1.544 0.236
H 0.071 -2.873 -0.455
C -1.616 -0.747 -0.252
H 1.656 -0.386 0.518
H -1.771 -1.203 -1.198
C -0.103 -0.623 -0.365

Which of these has the lowest charge? C19H43Cl3OSi4TeTi

Please write out number 1 again, unchanged.
Entry from the OMol25 dataset: C42H34Br4N2O3P2ReS3 as an isolated structure (ωB97M-V/def2-TZVPD).

Results
Lowest unoccupied orbital energy (spin up / spin down) (eV): -0.70 / -0.45
Expectation value of S²: 0.762
Spin multiplicity: 2
Gap between HOMO and LUMO (spin up / spin down) (eV): 6.53 / 6.73
Charge: 0

CARTESIAN COORDINATES (ANGSTROEM)
P -1.296 2.558 -0.828
C -0.273 -5.837 -2.730
C 1.134 0.839 3.013
H -1.275 -5.428 -2.660
H -0.383 2.534 -3.604
H -5.238 5.493 -1.007
Br -5.940 0.502 1.969
S 1.053 -0.544 -0.671
C -0.159 5.033 -1.327
C 3.876 0.485 3.262
H 0.067 0.981 2.911
H 2.386 3.772 1.013
C -4.125 3.904 1.769
H -4.375 3.757 2.812
C 2.394 2.322 -0.580
H -0.862 -7.796 -2.102
C -0.380 -3.989 0.749
C -2.692 3.453 -0.108
H 3.957 5.294 -0.124
N -0.283 -2.828 -2.767
C 0.868 -4.385 1.519
C -0.146 3.507 -3.190
C 0.783 -5.033 -3.152
C -2.298 -1.807 3.791
H 4.181 2.590 -3.440
S -2.145 -2.116 -1.055
C -3.007 3.281 1.235
C 3.789 2.849 -2.464
C -2.194 -1.141 2.581
H 4.863 4.700 -2.349
C -4.928 4.697 0.964
C -3.513 -1.814 4.475
C 2.294 -6.889 -2.938
C 4.170 4.033 -1.852
C -3.499 4.251 -0.914
C -4.612 4.873 -0.378
C -4.519 -0.454 2.742
C 0.789 5.708 -3.427
C -0.470 3.787 -1.870
H 0.803 -4.171 -0.991
C 1.954 0.972 1.899
C 1.682 0.524 4.247
C -3.311 -0.456 2.053
Re -1.283 -0.109 0.092
H -3.259 4.385 -1.963
H 3.480 0.097 5.335
H -2.376 2.653 1.851
C 1.868 -3.248 1.683
C 1.243 -7.687 -2.511
C -4.620 -1.141 3.949
H -5.804 5.179 1.380
H 1.034 0.412 5.107
C -0.713 -2.970 -1.479
C -0.041 -7.166 -2.418
C 0.481 4.469 -3.968
O -1.093 -1.057 1.839
C 0.470 5.990 -2.103
H 2.587 1.072 -2.308
H 2.239 -2.894 0.719
C 0.574 -3.611 -3.551
H -0.829 -3.084 1.153
C -0.424 1.747 0.411
H 0.730 4.249 -4.999
H 2.725 -3.575 2.274
H 1.276 6.459 -4.037
H -1.121 -4.793 0.776
O -3.091 0.167 0.917
H 3.291 -7.301 -3.016
H -0.422 5.257 -0.299
H 4.946 0.353 3.356
C 2.064 -5.564 -3.273
H -0.631 -1.999 -3.230
S -1.993 1.025 -1.968
H 1.422 -8.724 -2.255
C 3.661 4.368 -0.602
Br -0.748 -2.653 4.453
Br -3.650 -2.744 6.110
H 1.340 -5.242 1.020
P 1.213 1.242 0.270
H 1.408 -2.392 2.179
H 0.541 -4.757 2.492
C 3.330 0.798 2.028
O 1.072 -3.133 -4.541
H 3.978 0.900 1.165
H 2.865 -4.930 -3.632
H 0.711 6.957 -1.680
Br -6.266 -1.153 4.867
N -0.031 -3.715 -0.646
C 3.051 0.344 4.372
C 2.776 3.515 0.033
C 2.898 1.994 -1.830

Please write out number 2 again, unchanged.
Entry from the OMol25 dataset: a 13-piece molecular cluster, C7H36O12 overall in a non-equilibrium geometry (ωB97M-V/def2-TZVPD).

Results
Lowest unoccupied orbital energy (eV): -0.10
Gap between HOMO and LUMO (eV): 9.22
Charge: 0

CARTESIAN COORDINATES (ANGSTROEM)
H -1.326 -3.254 2.409
C 0.526 4.321 1.173
O -2.883 0.742 -1.183
C 1.105 3.126 1.203
C 1.812 2.646 -0.082
H 1.574 -4.918 1.367
H -0.089 0.291 -1.066
H 0.109 1.439 -3.840
H -2.556 3.916 -0.350
H -1.548 3.247 -2.453
O 3.915 -2.012 1.472
H -1.343 -2.200 -1.268
H 1.270 2.172 -4.455
H -0.062 4.666 2.015
H -2.579 -1.286 -1.512
H -3.008 1.667 -0.915
H -0.946 -0.696 -3.363
H 2.148 -4.912 -0.108
C 2.874 0.606 -0.886
H 3.738 1.213 -1.118
O 0.813 -2.365 3.367
O 0.556 2.315 -3.827
H -2.014 -0.274 0.891
O -1.321 3.112 -1.523
H 1.477 -2.074 2.726
H -0.465 2.653 -1.597
C 0.753 -0.766 0.675
O 1.379 -5.112 0.447
H -0.344 -4.609 0.588
H 0.467 4.924 0.287
H -0.171 1.147 0.466
H 3.046 -0.447 -1.097
H 1.245 -0.510 1.612
H -1.795 0.456 -2.663
H 2.816 3.059 -0.049
O -1.939 -1.859 -1.942
H -0.102 -1.390 0.992
O -2.217 -2.919 2.542
H -2.382 3.381 1.110
O -1.119 0.241 -3.319
H -1.667 -4.387 -0.250
O -3.023 3.606 0.433
H -3.055 0.265 -0.352
C 1.749 1.197 -0.473
H 1.261 3.200 -0.884
C 0.456 0.465 -0.114
H -2.664 -3.377 1.825
O -1.116 -4.029 0.452
H 0.873 -2.066 4.266
H 4.381 -1.548 0.781
H 1.453 -1.450 0.146
O -2.829 -0.638 1.268
H -2.578 -1.426 1.799
H 1.043 2.436 2.028
H 4.305 -1.987 2.348

Among the records above, which one has the lowest charge? C19H43Cl3OSi4TeTi